No. 1
Below is a molecular structure, C36H43Cl2N2OP3Zr at a distorted geometry, with properties calculated with ωB97M-V/def2-TZVPD.

Frontier orbital gap (alpha / beta)   2.656 / 4.629 eV
HOMO (alpha / beta)   -10.56 / -11.51 eV
Multiplicity   1
Net charge   +2
Total energy   -3573.27881 hartree
Energy relative to the best compared isomer or geometry (same formula, charge and spin)   5.081 eV

Each line ends with the Löwdin charge.
Element x y z (Å)
P1 1.311 1.762 -5.523  1.10
C1 2.987 1.775 -5.042  -0.37
C2 3.677 1.122 -6.100  -0.12
H1 3.101 0.474 -6.762  0.10
C3 5.001 1.418 -6.326  -0.07
H2 5.485 1.005 -7.210  0.12
C4 5.683 2.248 -5.433  -0.06
H3 6.726 2.485 -5.632  0.11
C5 5.050 2.760 -4.293  -0.07
H4 5.632 3.373 -3.598  0.11
C6 3.698 2.515 -4.061  -0.07
H5 3.182 2.873 -3.161  0.11
C7 0.507 0.186 -5.649  -0.39
C8 1.085 -1.059 -5.281  -0.11
H6 1.952 -1.079 -4.611  0.09
C9 0.549 -2.233 -5.803  -0.09
H7 1.018 -3.199 -5.591  0.11
C10 -0.565 -2.191 -6.647  -0.09
H8 -0.930 -3.102 -7.117  0.11
C11 -1.217 -0.981 -6.889  -0.09
H9 -2.086 -0.937 -7.542  0.12
C12 -0.736 0.190 -6.329  -0.11
H10 -1.253 1.141 -6.472  0.11
C13 0.286 3.167 -5.151  -0.34
C14 0.444 3.850 -6.377  -0.14
H11 1.161 3.427 -7.089  0.10
C15 -0.304 4.970 -6.668  -0.05
H12 -0.179 5.441 -7.636  0.12
C16 -1.199 5.461 -5.709  -0.05
H13 -1.785 6.345 -5.944  0.12
C17 -1.327 4.833 -4.464  -0.06
H14 -2.019 5.256 -3.729  0.12
C18 -0.590 3.681 -4.153  -0.08
H15 -0.658 3.228 -3.156  0.10
Zr1 0.246 -0.732 0.402  1.03
C19 -2.008 -0.930 -0.376  -0.11
C20 -2.289 -0.893 -1.671  -0.38
H16 -2.674 -1.155 0.450  0.03
C21 -1.310 -0.103 -2.571  -0.33
O1 -2.068 1.019 -3.105  -0.03
H17 -1.555 1.507 -3.793  0.07
C22 -0.337 0.299 -1.578  -0.12
H18 -0.898 -0.671 -3.422  0.14
C23 0.304 0.969 -0.690  -0.20
Cl1 -0.598 -2.623 1.829  0.01
Cl2 2.722 -0.436 0.247  0.12
P2 1.528 -2.777 -0.878  0.64
C24 2.538 -3.528 0.458  -0.30
H19 1.868 -3.888 1.247  0.02
H20 3.186 -2.759 0.900  -0.01
H21 3.163 -4.328 0.045  0.06
C25 0.362 -4.078 -1.358  -0.28
H22 -0.126 -3.779 -2.299  0.03
H23 -0.388 -4.132 -0.556  0.01
H24 0.900 -5.030 -1.478  0.06
C26 2.712 -2.718 -2.279  -0.25
H25 3.229 -1.744 -2.259  0.03
H26 2.184 -2.830 -3.242  0.02
H27 3.457 -3.527 -2.170  0.07
P3 -3.755 -1.630 -2.336  0.87
C27 -4.400 -2.764 -1.124  -0.16
C28 -3.227 -2.513 -3.809  -0.15
H28 -4.558 -2.267 -0.155  0.08
H29 -3.719 -3.619 -1.000  0.08
H30 -5.358 -3.104 -1.534  0.08
H31 -2.981 -1.812 -4.622  0.06
H32 -4.096 -3.126 -4.089  0.08
H33 -2.363 -3.163 -3.587  0.07
C29 -4.952 -0.383 -2.790  -0.15
H34 -5.386 0.069 -1.886  0.08
H35 -5.732 -0.921 -3.347  0.07
H36 -4.486 0.392 -3.419  0.07
H37 1.055 1.734 -0.829  0.09
N1 1.771 0.345 4.222  0.16
C30 1.419 -0.345 3.140  -0.21
N2 0.679 0.422 2.313  -0.09
C31 0.639 1.702 2.876  -0.22
C32 0.023 2.882 2.446  -0.01
C33 -0.014 3.958 3.345  -0.06
C34 0.583 3.876 4.618  -0.05
C35 1.250 2.705 5.017  0.01
C36 1.296 1.658 4.109  -0.17
H38 2.274 -0.026 5.024  0.19
H39 1.744 -1.354 2.920  0.10
H40 -0.389 2.914 1.440  0.10
H41 -0.523 4.882 3.072  0.11
H42 0.517 4.734 5.297  0.12
H43 1.698 2.581 6.005  0.12

=====

No. 2
Below is 14 unconnected molecules or ions with the total composition C36H43Cl52N2OS2 at a distorted geometry, with properties calculated with ωB97M-V/def2-TZVPD.

Frontier orbital gap (alpha / beta)   7.934 / 7.963 eV
HOMO (alpha / beta)   -8.04 / -8.07 eV
Multiplicity   2
Net charge   0
Total energy   -26308.29593 hartree

Each line ends with the Mulliken spin population.
Element x y z (Å)
C1 -1.091 0.336 -1.405  0.02
C2 0.101 0.614 -1.811  0.00
C3 0.809 1.907 -1.702  -0.04
C4 2.275 1.808 -1.176  0.00
C5 2.811 0.429 -0.796  0.00
C6 2.774 0.024 0.682  0.00
C7 1.502 0.144 1.467  0.00
N1 1.285 1.497 2.047  0.00
C8 2.348 1.819 3.053  0.00
C9 2.905 3.220 2.849  0.00
C10 3.327 3.921 4.117  0.00
C11 2.276 4.002 5.218  0.00
C12 0.098 1.620 2.737  0.00
S1 -0.455 3.094 3.080  0.00
S2 -0.747 0.199 3.363  0.00
C13 -2.372 0.099 2.561  0.00
C14 -3.171 1.373 2.477  0.00
C15 -4.642 1.100 2.211  0.00
C16 0.047 2.970 -0.900  -0.01
C17 -0.524 4.142 -1.697  0.03
C18 0.483 5.267 -1.902  0.03
C19 -1.602 4.768 -0.823  -0.02
N2 -1.184 3.721 -2.949  0.37
O1 -2.381 3.293 -2.805  0.54
C20 -0.331 2.894 -3.831  0.04
C21 0.129 3.807 -4.992  0.02
C22 -1.109 1.793 -4.502  -0.01
C23 0.950 2.392 -3.167  0.02
H1 -1.647 -0.423 -1.899  -0.01
H2 -1.541 0.859 -0.598  0.01
H3 0.634 -0.156 -2.321  0.00
H4 2.926 2.172 -1.945  0.00
H5 2.464 2.447 -0.340  0.00
H6 3.868 0.480 -0.987  0.00
H7 2.453 -0.359 -1.432  0.00
H8 3.115 -0.993 0.716  0.00
H9 3.552 0.605 1.135  0.00
H10 0.641 -0.192 0.941  0.00
H11 1.598 -0.537 2.299  0.00
H12 3.163 1.129 2.971  0.00
H13 1.968 1.693 4.043  0.00
H14 3.780 3.113 2.241  0.00
H15 2.194 3.785 2.284  0.00
H16 4.244 3.530 4.502  0.00
H17 3.555 4.932 3.842  0.00
H18 1.820 4.965 5.247  0.00
H19 1.483 3.285 5.114  0.00
H20 2.735 3.809 6.165  0.00
H21 -2.931 -0.577 3.173  0.00
H22 -2.286 -0.383 1.615  0.00
H23 -3.020 1.915 3.383  0.00
H24 -2.754 1.981 1.702  0.00
H25 -4.964 1.773 1.446  0.00
H26 -5.188 1.368 3.088  0.00
H27 -4.837 0.090 1.909  0.00
H28 -0.776 2.563 -0.364  0.00
H29 0.657 3.414 -0.151  0.01
H30 1.141 5.244 -1.056  0.00
H31 1.091 5.126 -2.773  -0.01
H32 -0.028 6.209 -1.899  0.00
H33 -1.096 5.291 -0.034  0.00
H34 -2.227 4.037 -0.354  0.01
H35 -2.162 5.473 -1.398  -0.01
H36 1.101 3.506 -5.323  0.00
H37 -0.552 3.770 -5.821  -0.01
H38 0.160 4.824 -4.671  -0.01
H39 -1.671 1.203 -3.815  0.02
H40 -0.411 1.148 -5.008  0.00
H41 -1.720 2.215 -5.258  0.00
H42 1.709 3.147 -3.237  0.00
H43 1.266 1.534 -3.734  0.00
C24 -2.696 -3.951 2.543  0.00
Cl1 -2.111 -5.612 2.640  0.00
Cl2 -4.430 -3.956 2.218  0.00
Cl3 -2.400 -3.119 4.075  0.00
Cl4 -1.858 -3.113 1.234  0.00
C25 6.529 -0.776 2.523  0.00
Cl5 8.197 -1.351 2.521  0.00
Cl6 5.429 -2.146 2.331  0.00
Cl7 6.195 0.048 4.050  0.00
Cl8 6.311 0.341 1.177  0.00
C26 -3.566 -6.433 -1.460  0.00
Cl9 -4.352 -7.172 -2.851  0.00
Cl10 -2.903 -4.866 -1.935  0.00
Cl11 -4.770 -6.207 -0.187  0.00
Cl12 -2.266 -7.473 -0.875  0.00
C27 9.333 -2.838 -1.156  0.00
Cl13 10.263 -1.340 -1.102  0.00
Cl14 10.139 -4.066 -0.180  0.00
Cl15 7.704 -2.527 -0.529  0.00
Cl16 9.216 -3.403 -2.823  0.00
C28 3.290 1.102 -7.219  0.00
Cl17 2.185 2.330 -7.834  0.00
Cl18 2.717 0.517 -5.651  0.00
Cl19 3.359 -0.246 -8.355  0.00
Cl20 4.899 1.797 -7.029  0.00
C29 8.129 -5.682 3.375  0.00
Cl21 9.812 -6.220 3.390  0.00
Cl22 7.067 -7.079 3.191  0.00
Cl23 7.761 -4.858 4.894  0.00
Cl24 7.884 -4.569 2.035  0.00
C30 1.507 -3.317 4.976  0.00
Cl25 0.487 -2.242 5.955  0.00
Cl26 1.752 -4.828 5.857  0.00
Cl27 0.714 -3.644 3.437  0.00
Cl28 3.098 -2.607 4.634  0.00
C31 -4.747 1.977 -6.906  0.00
Cl29 -3.259 2.211 -7.833  0.00
Cl30 -5.376 0.355 -7.216  0.00
Cl31 -4.408 2.163 -5.191  0.00
Cl32 -5.942 3.175 -7.410  0.00
C32 -5.585 -5.706 -6.536  0.00
Cl33 -5.104 -7.405 -6.487  0.00
Cl34 -7.337 -5.595 -6.710  0.00
Cl35 -5.095 -4.919 -5.036  0.00
Cl36 -4.803 -4.912 -7.903  0.00
C33 -8.409 -4.368 -1.499  0.00
Cl37 -7.285 -4.859 -2.764  0.00
Cl38 -7.610 -3.215 -0.424  0.00
Cl39 -9.828 -3.611 -2.225  0.00
Cl40 -8.900 -5.782 -0.567  0.00
C34 -6.221 0.292 5.865  0.00
Cl41 -6.670 0.038 7.551  0.00
Cl42 -4.589 -0.329 5.591  0.00
Cl43 -7.356 -0.559 4.816  0.00
Cl44 -6.260 2.018 5.498  0.00
C35 -9.713 -6.538 3.371  0.00
Cl45 -10.463 -7.605 2.178  0.00
Cl46 -10.528 -4.975 3.353  0.00
Cl47 -9.856 -7.261 4.973  0.00
Cl48 -8.005 -6.314 2.979  0.00
C36 8.544 3.993 1.174  0.00
Cl49 9.675 3.282 0.019  0.00
Cl50 9.332 5.316 2.035  0.00
Cl51 7.132 4.610 0.310  0.00
Cl52 8.026 2.759 2.320  0.00

=====

No. 3
Below is a molecular structure, C36H43ClN3O10RbSi2Te, with properties calculated with ωB97M-V/def2-TZVPD.

Frontier orbital gap   6.826 eV
HOMO   -3.13 eV
Multiplicity   1
Net charge   -2
Total energy   -3645.96201 hartree
Energy relative to the best compared isomer or geometry (same formula, charge and spin)   0.000 eV

Each line ends with the Löwdin charge.
Element x y z (Å)
Rb1 -0.174 -0.591 -0.920  0.81
O1 -1.477 -1.889 2.904  0.01
C1 -1.457 -2.240 1.676  -0.59
O2 -1.981 -1.643 0.735  -0.10
C2 -0.641 -3.478 1.355  -0.20
C3 -0.705 -4.641 2.106  -0.02
C4 0.063 -5.721 1.693  -0.07
C5 0.894 -5.583 0.593  -0.02
C6 0.939 -4.357 -0.067  -0.20
N1 0.157 -3.345 0.296  0.13
C7 1.927 -4.130 -1.235  -0.68
O3 2.544 -5.145 -1.610  -0.05
O4 2.022 -2.952 -1.648  -0.14
H1 -1.783 -0.587 2.953  0.06
H2 -1.338 -4.681 2.982  0.11
H3 0.022 -6.660 2.235  0.09
H4 1.529 -6.378 0.228  0.10
O5 -4.340 1.673 -5.622  0.09
C8 -4.960 0.639 -5.111  -0.54
O6 -6.092 0.331 -5.432  0.03
C9 -4.205 -0.161 -4.102  -0.05
C10 -4.659 -1.315 -3.497  -0.58
Cl1 -6.100 -2.196 -3.742  0.77
N2 -3.709 -1.742 -2.635  -0.07
N3 -2.636 -0.930 -2.659  0.13
C11 -2.917 0.027 -3.523  -0.12
C12 -1.859 1.102 -3.738  -0.60
O7 -2.091 1.939 -4.656  0.00
O8 -0.876 1.048 -2.994  -0.12
C13 -3.686 -2.899 -1.803  -0.21
C14 -2.564 -3.712 -1.829  0.00
C15 -2.506 -4.810 -0.987  -0.07
C16 -3.563 -5.090 -0.133  -0.09
C17 -4.675 -4.261 -0.109  -0.08
C18 -4.738 -3.153 -0.939  -0.04
H5 -3.372 1.798 -5.223  0.03
H6 -1.734 -3.461 -2.476  0.13
H7 -1.617 -5.428 -0.978  0.10
H8 -3.503 -5.939 0.536  0.10
H9 -5.487 -4.458 0.581  0.10
H10 -5.578 -2.474 -0.899  0.10
C19 5.411 -2.758 -1.899  -0.17
Si1 5.627 -1.015 -1.282  0.38
C20 7.459 -0.548 -1.343  -0.20
C21 4.658 0.181 -2.345  -0.18
C22 5.104 -0.839 0.515  -0.59
Te1 2.992 -1.050 0.841  1.27
C23 2.771 0.605 2.196  -0.60
Si2 2.868 2.320 1.443  0.41
C24 4.666 2.820 1.162  -0.19
C25 2.108 3.537 2.661  -0.17
C26 1.959 2.474 -0.181  -0.17
H11 5.747 -2.826 -2.938  0.03
H12 4.360 -3.063 -1.879  0.01
H13 5.995 -3.471 -1.312  0.03
H14 7.852 -0.615 -2.361  0.02
H15 8.048 -1.220 -0.713  0.02
H16 7.618 0.473 -0.987  0.02
H17 4.969 0.108 -3.390  0.03
H18 4.778 1.220 -2.027  0.02
H19 3.596 -0.071 -2.298  0.02
H20 5.369 0.163 0.858  -0.02
H21 5.624 -1.551 1.157  0.00
H22 3.447 0.480 3.046  0.00
H23 1.751 0.466 2.566  -0.01
H24 5.283 2.656 2.050  0.03
H25 4.724 3.881 0.904  0.02
H26 5.106 2.260 0.335  0.00
H27 2.547 3.447 3.658  0.03
H28 1.035 3.349 2.740  0.01
H29 2.240 4.569 2.323  0.03
H30 2.358 1.799 -0.940  0.01
H31 2.042 3.496 -0.563  0.04
H32 0.899 2.256 -0.038  0.01
C27 -3.455 6.661 1.711  -0.06
C28 -2.948 5.250 1.852  -0.28
C29 -2.422 4.794 3.052  -0.02
C30 -1.943 3.494 3.188  -0.21
C31 -1.416 3.022 4.519  -0.04
C32 -1.967 2.648 2.081  -0.05
C33 -2.491 3.080 0.859  -0.18
C34 -2.537 2.179 -0.344  -0.02
C35 -2.985 4.377 0.772  -0.01
C36 -1.410 1.249 2.184  -0.53
O9 -2.049 0.491 3.016  0.10
O10 -0.433 0.929 1.515  -0.03
H33 -3.567 7.139 2.686  0.07
H34 -4.424 6.684 1.208  0.07
H35 -2.767 7.269 1.118  0.08
H36 -2.391 5.459 3.910  0.11
H37 -1.312 3.861 5.208  0.07
H38 -0.441 2.542 4.415  0.08
H39 -2.084 2.282 4.957  0.08
H40 -2.778 1.148 -0.072  0.09
H41 -1.581 2.163 -0.869  0.07
H42 -3.283 2.531 -1.058  0.09
H43 -3.405 4.712 -0.171  0.12

=====

No. 4
Below is a molecular structure, C36H43HfN2O6P2S4Se4 at a distorted geometry, with properties calculated with ωB97M-V/def2-TZVPD.

Frontier orbital gap   5.856 eV
HOMO   -3.88 eV
Multiplicity   1
Net charge   -1
Total energy   -13888.15524 hartree
Energy relative to the best compared isomer or geometry (same formula, charge and spin)   0.000 eV

Each line ends with the Löwdin charge.
Element x y z (Å)
Hf1 0.214 -1.468 0.146  0.87
Se1 0.443 -4.118 -0.123  -0.15
Se2 0.190 -6.378 -0.064  -0.09
Se3 -3.063 -4.683 -1.365  -0.05
Se4 -1.859 -3.087 -0.249  -0.17
O1 3.274 0.684 -0.547  -0.23
S1 2.262 -0.126 -1.129  0.54
O2 0.818 0.295 -0.984  -0.48
O3 2.220 -1.564 -0.699  -0.46
C1 2.453 -0.130 -2.881  -0.27
C2 3.473 0.630 -3.424  -0.05
C3 3.555 0.758 -4.803  -0.07
C4 2.610 0.143 -5.606  -0.06
C5 1.603 -0.627 -5.040  -0.07
C6 1.505 -0.791 -3.665  -0.30
P1 0.246 -1.927 -2.903  1.06
C7 0.768 -3.518 -3.607  -0.38
C8 2.056 -3.752 -4.080  -0.09
C9 2.437 -5.026 -4.470  -0.09
C10 1.543 -6.082 -4.368  -0.09
C11 0.265 -5.857 -3.881  -0.09
C12 -0.125 -4.585 -3.505  -0.16
C13 -1.269 -1.491 -3.806  -0.35
C14 -1.577 -1.939 -5.086  -0.10
C15 -2.734 -1.514 -5.714  -0.08
C16 -3.602 -0.649 -5.060  -0.08
C17 -3.318 -0.224 -3.773  -0.06
C18 -2.156 -0.644 -3.147  -0.09
H1 4.183 1.112 -2.768  0.11
H2 4.349 1.343 -5.245  0.10
H3 2.661 0.251 -6.681  0.11
H4 0.883 -1.117 -5.683  0.10
H5 2.778 -2.947 -4.140  0.10
H6 3.441 -5.197 -4.836  0.10
H7 1.852 -7.081 -4.641  0.10
H8 -0.424 -6.678 -3.746  0.11
H9 -1.123 -4.435 -3.105  -0.01
H10 -0.926 -2.649 -5.582  0.10
H11 -2.967 -1.867 -6.710  0.10
H12 -4.507 -0.321 -5.552  0.10
H13 -4.006 0.417 -3.239  0.11
H14 -1.947 -0.307 -2.135  0.05
C19 -0.649 0.077 6.581  -0.07
C20 0.398 -0.980 6.265  -0.21
N1 0.049 -1.845 5.142  -0.13
C21 -0.531 -3.146 5.468  -0.25
C22 -2.049 -3.111 5.575  -0.07
C23 0.212 -1.451 3.869  -0.65
S2 -0.207 -2.535 2.626  0.66
N2 0.723 -0.187 3.774  0.13
C24 1.215 0.264 2.647  -0.41
O4 1.348 -0.396 1.561  -0.23
C25 1.784 1.642 2.650  -0.13
C26 2.300 2.182 3.823  -0.03
C27 2.957 3.402 3.800  -0.09
C28 3.098 4.090 2.601  -0.09
C29 2.544 3.574 1.439  -0.07
C30 1.884 2.357 1.464  -0.03
H15 -0.319 0.685 7.424  0.07
H16 -1.607 -0.370 6.839  0.06
H17 -0.793 0.726 5.722  0.05
H18 0.545 -1.637 7.124  0.11
H19 1.351 -0.499 6.047  0.10
H20 -0.078 -3.475 6.406  0.11
H21 -0.235 -3.856 4.695  0.07
H22 -2.386 -2.436 6.362  0.06
H23 -2.431 -4.108 5.796  0.08
H24 -2.480 -2.789 4.628  0.07
H25 2.193 1.626 4.745  0.10
H26 3.370 3.809 4.714  0.10
H27 3.628 5.033 2.577  0.10
H28 2.625 4.116 0.506  0.10
H29 1.427 1.965 0.570  0.08
C31 0.113 3.508 -1.903  -0.03
C32 -1.377 3.195 -1.899  -0.43
C33 -2.210 4.403 -1.514  -0.08
O5 -1.563 2.034 -1.076  -0.33
P2 -2.203 1.894 0.371  -0.12
S3 -4.058 2.395 0.580  0.29
S4 -1.937 -0.075 0.814  0.26
O6 -1.223 2.833 1.233  -0.31
C34 -1.729 3.520 2.399  -0.50
C35 -0.802 4.672 2.706  -0.03
C36 -1.844 2.549 3.556  -0.06
H30 0.336 4.308 -2.610  0.08
H31 0.681 2.623 -2.183  0.07
H32 0.425 3.819 -0.904  0.07
H33 -1.675 2.864 -2.901  0.14
H34 -1.998 4.721 -0.493  0.07
H35 -3.277 4.201 -1.585  0.05
H36 -1.954 5.218 -2.191  0.08
H37 -2.721 3.912 2.143  0.07
H38 0.200 4.320 2.908  0.06
H39 -1.165 5.200 3.589  0.08
H40 -0.763 5.378 1.875  0.08
H41 -0.856 2.158 3.823  0.06
H42 -2.489 1.707 3.301  0.06
H43 -2.274 3.058 4.420  0.09

=====

Question: The lowest total energy belongs to which entry?
Answer: C36H43Cl52N2OS2